The following is a DFT calculation (ωB97M-V/def2-TZVPD) of a 2-piece molecular cluster, C3H6IO overall at a distorted geometry.

Last column: natural (NBO) charge in e.
Geometry (Å):
I -7.806 28.615 17.704  -1.000
C -5.952 24.021 20.825  -0.724
C -4.683 23.214 20.768  0.596
O -4.676 22.080 21.182  -0.558
C -3.564 23.707 19.847  -0.724
H -5.984 24.764 21.622  0.242
H -6.824 23.369 20.784  0.235
H -5.965 24.548 19.870  0.240
H -2.556 23.421 20.147  0.223
H -3.521 24.792 19.941  0.225
H -3.743 23.272 18.864  0.244

- gap between HOMO and LUMO (eV) = 6.303
- net charge = -1
- multiplicity = 1
- HOMO energy (eV) = -3.33
- energy relative to the best compared isomer or geometry (same formula, charge and spin) (kcal per mole) = 14.30